*1*
Density functional theory data (wB97M-V/def2-TZVPD) for a 2-piece molecular cluster, C3H12N3O overall.

Calculated values
Lowest unoccupied orbital energy (eV): -2.9671
Charge: +1

Structure (XYZ):
```
19
Properties=species:S:1:pos:R:3:nbo_charge:R:1
C 0.7509 1.4107 1.1178 -0.420
N 1.3652 0.8545 -0.1309 -0.522
C 2.0432 1.9212 -0.9312 -0.417
H 0.2314 0.6281 1.6606 0.250
H 1.5174 1.8988 1.7108 0.234
H 0.0409 2.1664 0.7830 0.222
H 0.6147 0.3931 -0.6950 0.465
H 2.0263 0.1208 0.1359 0.436
H 1.2571 2.5424 -1.3527 0.228
H 2.6654 1.4841 -1.7026 0.241
H 2.6367 2.5246 -0.2504 0.231
N -2.1302 -0.8800 0.8180 -0.833
C -1.0787 -1.2433 0.0370 0.762
N -0.9566 -0.5969 -1.2001 -0.895
O -0.2260 -2.0265 0.3978 -0.626
H -2.8806 -0.3152 0.4706 0.399
H -2.3448 -1.4993 1.5769 0.427
H -0.5074 -1.1951 -1.8762 0.419
H -1.7929 -0.1799 -1.5759 0.399
```

*2*
Density functional theory data (wB97M-V/def2-TZVPD) for a 2-piece molecular cluster, C3H12N3O overall.

Calculated values
Lowest unoccupied orbital energy (eV): -2.8346
Charge: +1

Structure (XYZ):
```
19
Properties=species:S:1:pos:R:3:nbo_charge:R:1
C 2.4471 -1.7010 -1.0191 -0.415
C 0.2493 -0.6605 -0.5269 0.676
N -1.0453 -0.9415 -0.5360 -0.750
N 1.0602 -1.3052 -1.3819 -0.577
N 0.7323 0.3353 0.1979 -0.756
H -1.2791 -1.8396 -0.9207 0.420
H -1.7568 -0.2653 -0.3250 0.434
H 0.7029 -1.7996 -2.1823 0.419
H 1.6238 0.7850 0.0975 0.427
H 0.0967 0.7841 0.8142 0.438
H 2.4746 -2.7751 -0.8595 0.226
H 2.8351 -1.0533 -0.2482 0.218
H 3.0269 -1.5128 -1.9205 0.224
C -1.8595 2.2370 1.1997 -0.270
O -1.4857 1.0273 1.8822 -0.770
H -1.9350 1.0263 2.7307 0.503
H -2.0971 2.0399 0.1623 0.166
H -1.0413 2.9440 1.1887 0.182
H -2.7490 2.6751 1.6470 0.206
```

The structure with the greatest stability is *1*.

*1*
Density functional theory data (wB97M-V/def2-TZVPD) for an isolated molecule of C5H7ClO.

Calculated values
Lowest unoccupied orbital energy (eV): 0.2263
Charge: 0

Structure (XYZ):
```
14
Properties=species:S:1:pos:R:3:nbo_charge:R:1
C 2.6707 -1.2987 0.6557 -0.299
C 1.8742 -0.8184 -0.3013 -0.354
C -2.2309 0.8087 0.3977 -0.384
C 0.9163 0.2447 0.0204 0.204
C -1.1451 1.1438 -0.5935 -0.095
O -0.1821 0.1430 -0.7013 -0.493
Cl -2.5884 -0.9341 0.1718 -0.079
H 3.2379 -2.1884 0.2850 0.194
H 2.6591 -1.1755 1.6971 0.210
H 1.8404 -1.0650 -1.3354 0.210
H -1.8892 0.6853 1.4341 0.237
H -1.4936 1.0330 -1.6893 0.208
H -0.6002 1.9996 -0.2889 0.217
H -3.0690 1.4220 0.2481 0.223
```

*2*
Density functional theory data (wB97M-V/def2-TZVPD) for an isolated molecule of C5H7ClO.

Calculated values
Lowest unoccupied orbital energy (eV): 0.9775
Charge: 0
SMILES: ClC/C=C/[C@@H]1CO1

Structure (XYZ):
```
14
Properties=species:S:1:pos:R:3:nbo_charge:R:1
C -1.2584 -1.8720 -0.1460 -0.365
C -0.6083 -0.5790 0.2272 -0.192
C 0.1594 -0.0119 -0.6907 -0.196
C 0.8225 1.2622 -0.4720 -0.006
C 1.4413 1.5192 0.7579 -0.093
H -1.1065 -2.6674 0.6117 0.218
H -0.9442 -2.2220 -1.0959 0.210
H -0.8400 -0.2092 1.2139 0.227
H 0.2885 -0.3854 -1.6940 0.209
H 1.1544 1.8049 -1.3502 0.193
H 2.3224 2.1936 0.8652 0.186
H 1.4532 0.7000 1.5410 0.179
O 0.1815 2.1135 0.4802 -0.474
Cl -3.0656 -1.6465 -0.2482 -0.097
```

The structure with the greatest stability is *2*.

*1*
Density functional theory data (wB97M-V/def2-TZVPD) for a 11-piece molecular cluster, C11H44O11 overall.

Calculated values
Lowest unoccupied orbital energy (eV): 0.3722
Charge: 0
SMILES: CO.CO.CO.CO.CO.CO.CO.CO.CO.CO.CO

Structure (XYZ):
```
66
Properties=species:S:1:pos:R:3:nbo_charge:R:1
C -2.0155 -2.7587 -1.7430 -0.259
O -0.7695 -2.4028 -2.3360 -0.775
H -2.0383 -3.8112 -1.4255 0.160
H -2.2223 -2.1962 -0.8342 0.181
H -2.7874 -2.7322 -2.5088 0.175
H -0.0647 -2.6815 -1.7175 0.499
C 1.0812 -2.7346 3.5639 -0.251
O 1.0799 -3.4919 2.3430 -0.755
H 1.2242 -1.6835 3.3751 0.185
H 0.1537 -2.8674 4.1083 0.181
H 1.9817 -3.0141 4.1319 0.178
H 1.0758 -4.4180 2.5767 0.477
C -1.7211 4.2681 -2.2281 -0.254
O -2.0339 3.2152 -1.3501 -0.717
H -1.5905 3.9355 -3.2803 0.151
H -2.5312 4.9819 -2.2712 0.181
H -0.8029 4.8163 -2.0222 0.167
H -1.3396 2.5744 -1.4471 0.472
C 2.1012 3.6026 -1.8168 -0.251
O 2.1016 4.6610 -0.8470 -0.738
H 1.1485 3.0755 -1.7734 0.164
H 2.1405 4.0848 -2.7906 0.183
H 2.9209 2.9249 -1.6192 0.165
H 1.7843 4.2294 -0.0329 0.474
C 0.9454 -4.8691 -0.6319 -0.248
O 1.0589 -3.5027 -0.5109 -0.758
H 0.2132 -5.2462 0.0983 0.159
H 0.5865 -5.0232 -1.6397 0.186
H 1.8863 -5.4283 -0.5430 0.161
H 1.2448 -3.3425 0.4370 0.508
C -2.1371 -0.3711 3.0912 -0.239
O -2.8675 -0.5174 1.8929 -0.751
H -1.1564 -0.8240 3.0337 0.146
H -1.9854 0.6803 3.3511 0.158
H -2.7666 -0.8545 3.8527 0.179
H -2.3157 -0.3032 1.1268 0.498
C -4.3453 0.4395 -0.8702 -0.258
O -5.3459 -0.3489 -1.4767 -0.724
H -4.5615 1.4621 -1.1736 0.170
H -4.4846 0.3721 0.2002 0.199
H -3.3337 0.1113 -1.0623 0.155
H -4.9925 -0.6526 -2.3245 0.456
C -1.6743 0.6239 -3.5834 -0.267
O -0.5361 0.9036 -2.7989 -0.754
H -2.5420 1.1683 -3.2042 0.195
H -1.5675 0.8790 -4.6443 0.171
H -1.9901 -0.4196 -3.5526 0.185
H 0.1310 0.2275 -2.9488 0.494
C 2.5371 2.6724 2.9632 -0.250
O 2.6317 2.9062 1.5684 -0.745
H 1.8837 3.3736 3.4958 0.170
H 2.1098 1.6972 3.1411 0.181
H 3.5440 2.7323 3.4252 0.170
H 3.2622 3.6238 1.4097 0.479
C 0.5220 0.0935 0.2885 -0.267
O -0.8734 0.2520 -0.0523 -0.773
H 1.0659 -0.6892 -0.2530 0.171
H 1.1135 1.0091 0.2456 0.181
H 0.6000 -0.1958 1.3412 0.173
H -0.9048 0.4187 -1.0180 0.498
C 4.0230 -0.6848 1.4008 -0.249
O 4.9342 -1.1182 2.3599 -0.731
H 4.4067 -0.7342 0.3806 0.166
H 3.1929 -1.3804 1.4608 0.173
H 3.7837 0.3591 1.6304 0.172
H 5.8272 -1.0768 2.0382 0.469
```

*2*
Density functional theory data (wB97M-V/def2-TZVPD) for a 11-piece molecular cluster, C11H44O11 overall.

Calculated values
Lowest unoccupied orbital energy (eV): 0.3173
Charge: 0
SMILES: CO.CO.CO.CO.CO.CO.CO.CO.CO.CO.CO

Structure (XYZ):
```
66
Properties=species:S:1:pos:R:3:nbo_charge:R:1
C -1.2429 13.0188 -12.7889 -0.265
O -1.2546 13.8465 -11.6170 -0.769
H -2.2918 12.8441 -13.0281 0.166
H -0.7694 13.4279 -13.6814 0.181
H -0.8915 12.0632 -12.3998 0.178
H -0.3427 14.0319 -11.3810 0.486
C 2.1445 15.4030 -14.0715 -0.253
O 2.3951 16.0778 -15.2703 -0.707
H 3.0962 15.1956 -13.5824 0.150
H 1.6247 16.0288 -13.3461 0.176
H 1.5626 14.4814 -14.0613 0.171
H 2.7483 15.4251 -15.8793 0.463
C -3.4200 10.4869 -16.5507 -0.248
O -3.1471 11.6321 -15.7827 -0.747
H -3.4825 10.7037 -17.6171 0.188
H -2.7358 9.6439 -16.4545 0.169
H -4.3688 10.1920 -16.1025 0.168
H -2.9438 11.3766 -14.8799 0.479
C -4.8547 15.2150 -11.3642 -0.266
O -5.0413 16.5502 -10.8202 -0.774
H -3.8969 14.8525 -10.9911 0.197
H -5.6239 14.7238 -10.7681 0.167
H -5.1789 15.0644 -12.3939 0.201
H -5.7353 17.0704 -11.2317 0.485
C -5.5080 11.3207 -13.3087 -0.247
O -6.2377 12.5269 -12.9361 -0.727
H -5.3924 10.6377 -12.4672 0.163
H -6.1194 10.7585 -14.0146 0.178
H -4.5038 11.4742 -13.7036 0.151
H -5.9329 12.7091 -12.0442 0.478
C -2.8166 9.0687 -11.8462 -0.246
O -1.6393 9.3629 -12.6150 -0.742
H -3.0115 9.6590 -10.9509 0.173
H -3.6977 9.0937 -12.4874 0.175
H -2.6871 8.0209 -11.5754 0.168
H -0.8872 8.8290 -12.3488 0.474
C 2.3905 13.2580 -10.4947 -0.263
O 1.3308 14.0027 -11.1449 -0.740
H 2.4098 12.2340 -10.8678 0.187
H 3.4389 13.5491 -10.5603 0.185
H 2.1129 13.1313 -9.4482 0.175
H 1.4568 14.9289 -10.9261 0.481
C -1.6411 14.5939 -17.2536 -0.254
O -2.3083 14.5016 -16.0106 -0.760
H -1.0932 13.6573 -17.3569 0.162
H -2.4353 14.6494 -17.9981 0.162
H -0.9647 15.4135 -17.4963 0.186
H -2.8248 13.6928 -15.9840 0.500
C -1.8614 16.8085 -13.1462 -0.229
O -2.0119 17.3303 -14.3872 -0.740
H -2.1316 15.7565 -13.2386 0.172
H -0.8645 16.8320 -12.7061 0.132
H -2.5308 17.2490 -12.4073 0.174
H -1.7853 16.7864 -15.1451 0.488
C -1.6837 16.9371 -9.3104 -0.248
O -3.0029 17.1925 -9.0061 -0.743
H -1.6348 15.9103 -9.6728 0.158
H -1.2171 17.5984 -10.0406 0.156
H -1.2596 16.9270 -8.3063 0.172
H -3.5939 16.7602 -9.6268 0.491
C -3.6339 12.3937 -9.2689 -0.272
O -4.7042 12.3706 -10.2315 -0.751
H -3.7827 12.4014 -8.1891 0.185
H -2.9359 11.5855 -9.4873 0.162
H -3.2409 13.3009 -9.7276 0.212
H -5.4965 12.0636 -9.7846 0.467
```

The structure with the greatest stability is *1*.

*1*
Density functional theory data (wB97M-V/def2-TZVPD) for an isolated ion of composition C3H8NO2 and charge +1.

Calculated values
Lowest unoccupied orbital energy (eV): -3.8972
Charge: +1
SMILES: C[NH2+]CC(=O)O

Structure (XYZ):
```
14
Properties=species:S:1:pos:R:3:nbo_charge:R:1
O 2.0495 -0.9984 -1.0137 -0.611
C 1.5700 0.0476 -0.3458 0.765
C 0.2543 0.6636 -0.9879 -0.316
N -0.8197 0.6401 0.1247 -0.564
C -1.4872 -0.5993 0.8558 -0.463
O 1.8843 0.3830 0.8000 -0.563
H 2.8506 -1.1355 -0.6194 0.509
H 0.0204 0.0114 -1.8558 0.262
H 0.3164 1.6965 -1.3722 0.278
H -0.1854 0.9966 0.8675 0.460
H -1.6362 1.3427 0.2543 0.470
H -0.8344 -1.4024 0.6945 0.228
H -2.4848 -1.0302 0.5305 0.269
H -1.4978 -0.6157 2.0677 0.277
```

*2*
Density functional theory data (wB97M-V/def2-TZVPD) for a 2-piece molecular cluster, C3H8NO2 overall.

Calculated values
Lowest unoccupied orbital energy (eV): -2.9377
Charge: +1

Structure (XYZ):
```
14
Properties=species:S:1:pos:R:3:nbo_charge:R:1
C -0.9337 0.6020 1.1013 -0.180
C 2.2267 0.5167 -1.5280 0.695
C -1.3750 -0.8491 0.9294 -0.197
N -0.9221 -0.0669 -0.2318 -0.516
O 1.5823 -0.3529 -0.9848 -0.658
O 3.3935 0.4645 -2.1032 -0.627
H -0.0223 0.8452 1.4805 0.237
H 1.7810 1.5697 -1.7900 0.127
H -0.7487 -1.6156 1.1192 0.234
H -1.5552 1.3803 1.1186 0.229
H -2.3784 -1.2089 0.7632 0.247
H -1.5459 0.2045 -0.9201 0.425
H 0.0013 -0.2813 -0.5976 0.462
H 3.8298 -0.4685 -2.0726 0.522
```

The structure with the greatest stability is *2*.

*1*
Density functional theory data (wB97M-V/def2-TZVPD) for a 2-piece molecular cluster, C5H7BrO overall.

Calculated values
Lowest unoccupied orbital energy (eV): -0.5907
Charge: 0
SMILES: CC(Br)=C=O.C=C

Structure (XYZ):
```
14
Properties=species:S:1:pos:R:3:nbo_charge:R:1
C -1.3471 -1.6929 -0.3148 0.658
C 2.7823 0.7392 0.7026 -0.378
C 1.9410 -0.1559 1.2181 -0.375
C -1.6952 -0.4444 -0.3746 -0.303
C -1.8671 0.5665 -1.4197 -0.634
O -0.9738 -2.7622 -0.0329 -0.429
Br -2.6762 0.0620 1.3227 0.025
H 2.8415 1.6019 1.2480 0.180
H 3.3840 0.6125 -0.1339 0.190
H 1.2872 0.1024 2.0356 0.199
H 1.9265 -1.0854 0.7679 0.184
H -1.6868 0.2702 -2.4263 0.230
H -1.1087 1.2698 -1.2901 0.225
H -2.8077 0.9161 -1.3026 0.227
```

*2*
Density functional theory data (wB97M-V/def2-TZVPD) for an isolated molecule of C5H7BrO.

Calculated values
Lowest unoccupied orbital energy (eV): 0.7112
Charge: 0
SMILES: C=C[C@H](O)C(=C)Br

Structure (XYZ):
```
14
Properties=species:S:1:pos:R:3:nbo_charge:R:1
C -1.3070 1.1545 -0.0825 -0.363
C 0.7092 -1.7659 -1.2239 -0.455
C -0.0256 1.1998 0.1452 -0.203
C 1.2866 -0.7371 -0.6065 -0.009
C 0.6893 -0.0353 0.6419 0.002
O 1.7653 0.0605 1.5410 -0.696
Br 2.9053 0.1844 -1.1530 0.029
H -2.0432 1.8505 -0.3714 0.206
H -2.0086 0.3116 0.1093 0.191
H 1.3002 -2.3098 -1.9125 0.208
H -0.0210 -2.4421 -0.8661 0.220
H 0.5311 2.0358 0.2606 0.200
H 0.0179 -0.6893 1.1095 0.196
H 2.1311 0.9641 1.5160 0.474
```

The structure with the greatest stability is *2*.

*1*
Density functional theory data (wB97M-V/def2-TZVPD) for an isolated molecule of C2H3N3O3.

Calculated values
Lowest unoccupied orbital energy (eV): -0.6059
Charge: 0
SMILES: [H]/N=c1/c(=O)o[nH]n1O

Structure (XYZ):
```
11
Properties=species:S:1:pos:R:3:nbo_charge:R:1
C 1.5741 -0.4828 -0.1407 0.704
C 0.1161 -0.6771 -0.3384 0.222
H -2.0540 1.4961 -0.2773 0.494
H 0.1341 0.5635 1.5548 0.317
H -1.5341 -1.3928 -0.5929 0.352
N -0.4781 0.6348 -0.3903 -0.048
N 0.3800 1.2131 0.6885 -0.165
N -0.5834 -1.7680 -0.4562 -0.518
O -1.7648 0.6947 0.1421 -0.550
O 1.7006 0.8372 0.2717 -0.349
O 2.5094 -1.1187 -0.4612 -0.460
```

*2*
Density functional theory data (wB97M-V/def2-TZVPD) for a 2-piece molecular cluster, C2H3N3O3 overall.

Calculated values
Lowest unoccupied orbital energy (alpha / beta) (eV): -0.4114 / -0.4612
Charge: 0
SMILES: O=N/C=[NH+]\[O-].C#[N+][O-]

Structure (XYZ):
```
11
Properties=species:S:1:pos:R:3:nbo_charge:R:1
C 1.2038 1.5043 1.5693 -0.036
C -0.4429 -0.7361 -1.2434 0.037
N 0.5539 0.5409 1.6631 0.219
N 0.2207 0.3698 -1.2790 0.049
N -1.7869 -0.4948 -0.7079 -0.181
O -0.0916 -0.4479 1.7415 -0.417
O -0.1854 1.5104 -1.0985 -0.193
O -2.0963 0.7877 -0.8140 -0.302
H -1.9488 -0.8826 0.2234 0.367
H 1.5301 2.3659 1.9901 0.234
H -0.2111 -1.7485 -1.4591 0.223
```

The structure with the greatest stability is *1*.

*1*
Density functional theory data (wB97M-V/def2-TZVPD) for C2H3N3O3 as an isolated structure.

Calculated values
Lowest unoccupied orbital energy (eV): -0.4261
Charge: 0

Structure (XYZ):
```
11
Properties=species:S:1:pos:R:3:nbo_charge:R:1
C -0.3027 -0.2071 -1.1204 0.406
C -0.0330 -0.6407 0.3236 0.499
H -0.6888 -1.8568 -1.7817 0.502
H -1.0361 2.1134 0.2909 0.359
H -0.2060 0.0753 2.8802 0.456
N -0.1089 0.9552 -1.2118 -0.285
N 0.0408 1.6475 0.0275 -0.247
N 0.1636 0.5613 0.9438 0.002
O -0.2565 -0.9809 -2.1727 -0.611
O 0.6011 0.6591 2.1185 -0.457
O 0.0650 -1.8525 0.6886 -0.623
```

*2*
Density functional theory data (wB97M-V/def2-TZVPD) for an isolated molecule of C2H3N3O3.

Calculated values
Lowest unoccupied orbital energy (eV): 0.0619
Charge: 0
SMILES: O/N=c1\nc(O)o[nH]1

Structure (XYZ):
```
11
Properties=species:S:1:pos:R:3:nbo_charge:R:1
C -0.2066 -0.7448 -0.4611 0.413
C -0.1837 1.2904 0.0655 0.820
H 1.8728 -2.8952 0.2742 0.486
H 0.9205 3.0916 -0.1588 0.516
H -1.6611 -0.7508 0.7543 0.384
N 0.2005 -1.8412 -0.3965 -0.193
N 0.5789 0.3270 -0.3325 -0.555
N -1.5979 -0.4049 -0.3181 -0.257
O 1.6166 -1.8690 0.0261 -0.574
O -0.0287 2.7136 0.2941 -0.676
O -1.5113 1.0833 0.2529 -0.363
```

The structure with the greatest stability is *2*.

*1*
Density functional theory data (wB97M-V/def2-TZVPD) for a 2-piece molecular cluster, C2H3N3O3 overall.

Calculated values
Lowest unoccupied orbital energy (alpha / beta) (eV): -2.7033 / -2.7007
Charge: 0

Structure (XYZ):
```
11
Properties=species:S:1:pos:R:3:nbo_charge:R:1
C 0.7346 1.3968 -0.0401 0.185
C 0.0311 0.2867 -0.4951 0.414
N 1.0638 2.3763 0.4455 -0.149
N -0.9902 0.2488 -1.3173 -0.686
N 0.5925 -1.0095 -0.1598 0.504
O -0.0584 -1.9723 -0.4759 -0.350
O 1.7416 -1.0872 0.3125 -0.340
O -0.4659 -0.1685 1.7785 -0.919
H -1.7419 0.9216 -1.3267 0.451
H -1.1082 -0.8343 -1.1914 0.445
H 0.2009 -0.1583 2.4696 0.446
```

*2*
Density functional theory data (wB97M-V/def2-TZVPD) for C2H3N3O3 as an isolated structure.

Calculated values
Lowest unoccupied orbital energy (eV): -1.7054
Charge: 0

Structure (XYZ):
```
11
Properties=species:S:1:pos:R:3:nbo_charge:R:1
C -1.0695 0.3705 -0.0199 0.689
C 0.7595 1.0500 -0.1006 0.690
H -2.7166 -0.3931 -0.0317 0.475
H 2.8178 -0.8713 -0.1781 0.524
H -0.5321 -1.6155 0.1290 0.420
N -0.4614 1.4825 0.0877 -0.510
N 0.8609 -0.3213 -0.5061 -0.090
N -0.4721 -0.7489 -0.5289 -0.483
O -2.3886 0.4053 0.3614 -0.609
O 1.7354 1.6886 0.0829 -0.536
O 1.4666 -1.0468 0.7044 -0.570
```

The structure with the greatest stability is *2*.